[1]
11 unconnected molecules or ions with the total composition C45H108N4O11 at a distorted geometry. Source: OMol25; level of theory: the ωB97M-V functional and the def2-TZVPD basis.

Output
SMILES string = CC1(C)CCCC(C)(C)N1O.CC1(C)CCCC(C)(C)N1O.CC1(C)CCCC(C)(C)N1O.CC1(C)CCCC(C)(C)N1O.CC(C)O.CC(C)O.CC(C)O.O.O.O.O
Frontier orbital gap = 8.19 eV
Relative energy (zero: lowest compared OMol25 entry of this formula, charge and spin) = 8.1727 eV
LUMO = 0.21 eV
E_HOMO = -0.29342 Eh
Largest force on an atom = 3.67 eV/Å
Energy = -76888.6197 eV

Structure (XYZ):
```
168
C45H108N4O11, DFT the ωB97M-V functional and the def2-TZVPD basis
C 5.15345 2.44028 3.86244
C 3.74795 2.02300 3.61670
C 2.87851 2.13709 4.86249
C 3.09525 3.01705 2.57860
C 3.29099 2.69668 1.10972
C 2.86022 1.20163 0.85786
C 3.48197 0.07426 1.75237
C 2.47836 -1.13121 1.83438
C 4.84804 -0.35044 1.17007
N 3.58085 0.61213 3.14389
O 3.97753 -0.35299 4.10422
H 5.61112 1.93810 4.71476
H 5.89764 2.36639 3.06945
H 5.21519 3.45943 4.24402
H 1.89397 1.77980 4.56059
H 3.17973 1.39028 5.59708
H 2.83032 3.09197 5.38593
H 2.07025 3.31759 2.79573
H 3.66831 3.94179 2.64599
H 2.76163 3.44152 0.51549
H 4.33486 2.67978 0.79644
H 3.18358 1.04945 -0.17189
H 1.77776 1.07969 0.89693
H 2.75419 -2.01461 2.41025
H 2.24305 -1.43202 0.81347
H 1.48265 -0.86573 2.18961
H 4.60825 -1.03394 0.35556
H 5.43914 -0.89914 1.90331
H 5.28928 0.60412 0.88336
H 4.93059 -0.37578 3.99127
C -2.92350 -8.99808 -1.13470
C -2.40905 -9.90522 -2.25011
C -3.64865 -10.37687 -3.06877
C -1.59850 -9.12036 -3.34660
C -0.18522 -8.74795 -2.88993
C 0.52355 -10.07211 -2.64707
C -0.07724 -10.80452 -1.42841
C 0.57590 -12.24422 -1.35945
C 0.21680 -10.12572 0.01454
N -1.52447 -11.06483 -1.84215
O -2.15738 -12.00552 -1.03126
H -3.72517 -8.32789 -1.44495
H -3.21714 -9.57772 -0.25955
H -2.20067 -8.33043 -0.66582
H -4.22080 -11.02020 -2.40028
H -4.25634 -9.52576 -3.37604
H -3.31230 -10.84473 -3.99401
H -1.45473 -9.65795 -4.28384
H -2.03071 -8.17987 -3.68833
H 0.47871 -8.40348 -3.68281
H -0.12984 -8.25948 -1.91709
H 1.56097 -9.83089 -2.41535
H 0.54652 -10.60633 -3.59690
H 1.65565 -12.21990 -1.21230
H 0.32217 -12.88149 -2.20657
H 0.04404 -12.79254 -0.58190
H 1.30045 -10.01670 0.05833
H -0.15711 -10.87346 0.71395
H -0.26749 -9.16441 0.18616
H -1.69497 -12.80755 -1.28531
C -5.79920 0.98241 -0.26972
C -6.66742 0.39042 -1.39969
C -7.03040 1.47388 -2.41987
C -5.73700 -0.75739 -1.95267
C -6.49908 -1.68803 -2.92529
C -7.79547 -2.18251 -2.31113
C -8.69136 -1.08446 -1.67985
C -9.25254 -0.37599 -2.86463
C -9.85432 -1.83668 -0.90724
N -7.86504 -0.31061 -0.75674
O -8.66841 0.51576 -0.03657
H -5.35953 0.20732 0.35800
H -5.03338 1.66900 -0.63056
H -6.52735 1.56345 0.29623
H -6.25918 2.23783 -2.51830
H -7.19043 1.10749 -3.43389
H -7.92885 2.02047 -2.13328
H -4.81463 -0.37870 -2.39305
H -5.47370 -1.39939 -1.11207
H -6.79664 -1.13395 -3.81555
H -5.96380 -2.56377 -3.29221
H -7.62331 -2.92446 -1.53140
H -8.21196 -2.93468 -2.98111
H -8.69459 -0.20833 -3.78587
H -9.73290 0.55605 -2.56687
H -10.13301 -0.89381 -3.24510
H -9.69812 -2.25803 0.08583
H -10.09177 -2.63043 -1.61554
H -10.72264 -1.18021 -0.85106
H -8.55183 0.10321 0.82239
C 4.57127 1.60713 -10.41839
C 3.00923 1.58241 -10.41966
C 2.48931 1.70288 -11.83918
C 2.55865 0.23100 -9.75045
C 1.09904 0.03533 -9.35787
C 0.61390 1.13131 -8.43134
C 1.08222 2.53364 -8.91541
C 0.15399 3.12882 -10.05132
C 1.01918 3.47110 -7.69102
N 2.52078 2.58246 -9.49134
O 3.15130 3.83172 -9.64765
H 5.04156 1.59500 -9.43515
H 4.98954 0.76873 -10.97539
H 4.86238 2.52031 -10.93746
H 2.97079 1.17570 -12.66280
H 1.47323 1.30897 -11.86210
H 2.66639 2.70792 -12.22209
H 2.88468 -0.54075 -10.44774
H 3.02156 -0.10794 -8.82367
H 0.47972 0.11761 -10.25105
H 1.01661 -0.95069 -8.90062
H 0.87195 0.83358 -7.41505
H -0.45504 1.26544 -8.59718
H -0.14866 2.37739 -10.78060
H 0.48650 4.02532 -10.57460
H -0.85039 3.46997 -9.80045
H 1.02359 4.47141 -8.12399
H 1.87414 3.29347 -7.03865
H 0.15167 3.48907 -7.03132
H 2.65606 4.34998 -10.28619
C 7.13631 8.88414 -0.42157
C 6.81243 9.83249 -1.56460
C 6.28875 9.12914 -2.85652
O 5.82059 10.75239 -1.06718
H 7.92961 8.17235 -0.64991
H 6.25172 8.26188 -0.28589
H 7.31128 9.35681 0.54490
H 7.78774 10.31575 -1.62222
H 6.08587 9.72059 -3.74934
H 5.40781 8.54565 -2.58901
H 7.11163 8.50063 -3.19703
H 5.29106 11.03577 -1.81611
C -5.23549 2.09800 7.28707
C -6.52803 2.83231 7.67985
C -7.79541 1.99371 7.90129
O -6.28328 3.47528 8.95241
H -4.96644 1.64949 8.24339
H -4.47582 2.82929 7.01101
H -5.48051 1.44015 6.45323
H -6.84241 3.60031 6.97313
H -8.20102 1.70496 6.93165
H -8.48953 2.43432 8.61695
H -7.49593 1.07079 8.39790
H -7.06047 4.00738 9.13805
C 3.59426 6.25050 13.66238
C 3.00709 5.99188 12.30123
C 1.63007 6.69391 12.04823
O 3.89779 6.17765 11.26345
H 3.01635 5.68433 14.39284
H 3.74717 7.30920 13.87184
H 4.59083 5.80990 13.69087
H 2.92148 4.91216 12.17896
H 0.86828 6.55136 12.81468
H 1.16171 6.38544 11.11356
H 1.74811 7.77472 11.97068
H 4.69970 5.65291 11.31999
O 3.61211 8.46294 6.56757
H 3.20338 7.61404 6.73648
H 4.09608 8.66010 7.36952
O 5.22861 -0.89335 10.90814
H 5.45128 -0.06026 10.49268
H 6.02511 -1.41900 10.83391
O 0.89936 -1.36090 9.65371
H 1.69252 -1.27972 10.18336
H 1.19958 -1.24351 8.75243
O 9.75906 -2.68489 5.82439
H 9.74440 -3.52254 6.28737
H 10.60976 -2.30458 6.04324
```



[2]
10 unconnected molecules or ions with the total composition C45H109N3O26P2 at a distorted geometry. Source: OMol25; level of theory: the ωB97M-V functional and the def2-TZVPD basis.

Output
SMILES string = COP(=O)(OC)OC.COP(=O)(OC)OC.COCCOCCOC.COCCOCCOC.COCCOCCOC.COCCOCCOC.COCCOCCOC.CN(C)C=O.CN(C)C=O.CN(C)C=O
Frontier orbital gap = 9.28 eV
LUMO = 0.31 eV
E_HOMO = -0.32938 Eh
Largest force on an atom = 3.75 eV/Å
Energy = -124708.2994 eV

Structure (XYZ):
```
185
C45H109N3O26P2, DFT the ωB97M-V functional and the def2-TZVPD basis
C -3.60263 7.17684 -1.25702
O -2.43860 6.36983 -1.02908
P -2.50599 4.76580 -1.36266
O -2.70382 4.37223 -2.78365
O -1.11264 4.21445 -0.73388
C 0.07873 4.45553 -1.46333
O -3.55954 4.22229 -0.25321
C -3.68393 2.80130 -0.00888
H -4.51154 6.61756 -1.47880
H -3.32101 7.81722 -2.09291
H -3.67628 7.69135 -0.29893
H 0.63488 3.54524 -1.68733
H 0.75644 5.08425 -0.88581
H -0.05598 5.02993 -2.37985
H -4.57529 2.33601 -0.42970
H -3.75221 2.73731 1.07709
H -2.83964 2.19355 -0.33435
C -3.71613 -1.41316 -5.43462
O -2.99849 -0.69597 -6.41637
P -2.63054 0.85952 -6.13670
O -1.96898 1.56305 -7.26341
O -4.09496 1.47738 -5.69611
C -4.10391 2.83754 -5.42809
O -1.81801 0.86593 -4.73755
C -0.53833 0.26894 -4.71740
H -4.14424 -0.85745 -4.60035
H -3.12564 -2.23852 -5.03684
H -4.57320 -1.91414 -5.88468
H -3.14065 3.34597 -5.46981
H -4.42315 2.92957 -4.38996
H -4.88393 3.33393 -6.00539
H -0.39566 -0.43461 -5.53762
H -0.25349 -0.37774 -3.88747
H 0.26827 0.99011 -4.84937
C 1.00499 6.01826 1.83330
O 2.05739 5.31694 1.17753
C 1.97779 3.87589 1.09815
C 2.44679 3.14078 2.42705
O 1.56737 3.53640 3.50012
C 0.43728 2.64613 3.65490
C -0.51995 3.23408 4.74801
O -1.04354 4.44513 4.34019
C -2.21541 4.79619 5.03077
H 0.97184 7.01397 1.39107
H 1.12984 5.94792 2.91384
H 0.03255 5.60915 1.55931
H 2.65892 3.69870 0.26583
H 1.00475 3.44895 0.85519
H 3.40262 3.61819 2.64284
H 2.70640 2.08983 2.29960
H 0.78966 1.64389 3.89872
H -0.05106 2.59170 2.68194
H -0.07895 3.28768 5.74337
H -1.31063 2.49869 4.89672
H -1.96322 5.24790 5.99018
H -2.95056 4.02911 5.27415
H -2.64505 5.60029 4.43331
C 6.41194 2.61973 -6.26050
O 6.85113 1.32934 -5.88144
C 5.97729 0.55257 -5.08466
C 6.41707 -0.94040 -4.99005
O 5.89861 -1.61095 -3.91024
C 4.54491 -2.04953 -4.04416
C 4.12098 -3.08277 -3.00930
O 4.52956 -4.43320 -3.24932
C 5.85743 -4.71228 -2.78638
H 7.14249 3.14388 -6.87668
H 6.16478 3.23015 -5.39195
H 5.49013 2.50884 -6.83153
H 4.91998 0.58546 -5.34755
H 6.18424 0.94614 -4.08948
H 7.46943 -1.07559 -4.74029
H 6.22965 -1.50825 -5.90138
H 4.24695 -2.49025 -4.99552
H 3.84084 -1.21908 -4.09639
H 3.03897 -2.95120 -3.01696
H 4.43245 -2.82741 -1.99645
H 6.04391 -4.49085 -1.73554
H 6.58386 -4.13525 -3.35860
H 6.18486 -5.73167 -2.99069
C -2.53590 -0.84514 -1.89403
O -3.13549 -0.32132 -0.72625
C -4.34379 -0.93343 -0.32837
C -5.57242 -0.59606 -1.11785
O -5.49933 -1.31632 -2.31092
C -6.67134 -1.23435 -3.11014
C -7.86339 -1.91684 -2.43793
O -7.53082 -3.28567 -2.12974
C -8.67932 -4.10296 -2.01612
H -2.32376 -1.91395 -1.92098
H -1.60603 -0.29655 -2.04402
H -3.08554 -0.55722 -2.79019
H -4.50415 -0.65317 0.71269
H -4.16673 -2.00764 -0.27504
H -5.76439 0.46116 -1.30094
H -6.43620 -0.82356 -0.49317
H -6.48467 -1.77281 -4.03929
H -6.94556 -0.19393 -3.28453
H -8.64731 -1.78672 -3.18401
H -8.22781 -1.31279 -1.60700
H -9.25704 -3.68555 -1.19141
H -8.22100 -5.06564 -1.78971
H -9.23304 -3.99530 -2.94880
C -1.75413 -0.22492 2.62151
O -2.96039 -0.69282 3.24940
C -3.17069 -0.09493 4.55426
C -2.16333 -0.45549 5.61863
O -2.18558 -1.80455 5.92527
C -1.47578 -2.32910 7.00881
C -1.84292 -3.82422 7.34385
O -3.24553 -4.04076 7.63856
C -3.58996 -5.41361 7.83815
H -1.68084 -0.86960 1.74566
H -0.85634 -0.50373 3.17320
H -1.84064 0.78665 2.22487
H -4.16311 -0.40402 4.88238
H -3.35354 0.97712 4.48083
H -2.44695 0.18307 6.45523
H -1.15178 -0.11448 5.39821
H -1.55509 -1.65595 7.86243
H -0.40444 -2.33107 6.80797
H -1.32136 -4.00615 8.28352
H -1.34454 -4.51461 6.66334
H -3.37686 -6.01371 6.95351
H -4.66333 -5.55174 7.96809
H -3.05002 -5.83565 8.68577
C 0.30278 -3.79787 -2.92800
O 0.50600 -2.78950 -1.94655
C 0.87305 -3.25982 -0.68460
C -0.32263 -3.86516 0.10456
O 0.04137 -3.99097 1.47180
C -1.06220 -4.33755 2.32851
C -0.75082 -4.19960 3.86072
O -0.13495 -5.36885 4.49531
C 1.10798 -5.82819 3.93730
H 1.18752 -4.36075 -3.22547
H -0.11600 -3.26740 -3.78318
H -0.48151 -4.50095 -2.64750
H 1.12489 -2.35364 -0.13367
H 1.69701 -3.97305 -0.70661
H -0.81191 -4.73015 -0.34321
H -1.16319 -3.17234 0.14422
H -1.55741 -5.28204 2.10312
H -1.85099 -3.60903 2.14099
H -1.67602 -3.98446 4.39534
H -0.14777 -3.31738 4.07543
H 1.51761 -6.63830 4.54065
H 1.92567 -5.11425 4.03637
H 0.97454 -6.16719 2.90999
C 2.17206 -1.22101 3.65724
N 2.88150 -2.35506 4.03726
C 2.63422 -2.87801 5.39423
C 3.78471 -2.91554 3.20308
O 4.42226 -3.90361 3.54218
H 1.10128 -1.37729 3.78809
H 2.25422 -0.81647 2.64843
H 2.37522 -0.32698 4.24676
H 1.57141 -2.93242 5.62995
H 3.18697 -3.80963 5.51537
H 2.96846 -2.09634 6.07642
H 3.89200 -2.44537 2.21332
C 7.58495 4.98277 -1.89890
N 6.66485 4.04269 -1.27874
C 5.45732 3.78904 -2.07568
C 7.01611 3.31299 -0.19591
O 6.28754 2.53546 0.34616
H 7.92690 4.81927 -2.92088
H 8.53353 4.93641 -1.36398
H 7.21984 6.00966 -1.91579
H 5.78422 3.14929 -2.89541
H 4.72671 3.19983 -1.52148
H 5.00178 4.68645 -2.49428
H 8.05527 3.50493 0.11315
C 3.12983 0.07119 -0.08907
N 1.97523 0.64012 -0.75209
C 1.99210 0.65301 -2.22894
C 0.86501 0.90581 -0.08244
O 0.64009 0.62171 1.08917
H 4.06666 0.49585 -0.44977
H 2.99901 -1.00551 -0.19727
H 3.14523 0.26014 0.98432
H 2.86200 1.14984 -2.65856
H 2.18173 -0.36033 -2.58291
H 1.08509 1.06269 -2.67347
H 0.12261 1.44866 -0.68770
```